Entry from OMol25: a molecular structure, C6H7B in a non-equilibrium geometry (ωB97M-V with the def2-TZVPD basis set).

The total energy is -7005.6972 eV. The value obtained for the energy above the lowest of the compared OMol25 structures with the same formula, charge and spin is 262.95 kJ/mol.

XYZ file:
```
14
Properties=species:S:1:pos:R:3:forces:R:3:mulliken_charge:R:1
B -0.5794 0.6497 -0.1691 1.331 -0.303 0.996 0.17
C -3.1079 0.0320 -0.2916 5.208 -1.424 1.491 -0.54
C -1.8028 -0.3414 0.0481 -7.803 2.669 -1.965 0.17
C -0.8531 -1.3611 0.2813 2.040 2.384 -0.797 -0.44
C 0.2751 -0.6983 -0.0635 -0.572 0.170 -0.705 0.43
C -0.2324 2.1495 0.1043 4.324 -1.013 -0.014 -0.90
C 1.5962 -1.3111 -0.2282 -1.961 -1.307 -1.866 -1.50
H -0.9043 -2.3085 0.6136 -0.700 -3.228 1.237 0.57
H 0.5152 2.2074 1.0602 -1.539 -0.219 -2.393 0.25
H -1.0019 2.7546 0.3158 -3.205 1.939 1.075 0.41
H 0.2434 2.7198 -0.7615 -0.012 -1.115 0.976 0.28
H 1.7967 -1.6108 -1.2626 -0.294 0.067 -0.075 0.28
H 1.7089 -2.1784 0.3488 -0.021 -1.420 0.945 0.39
H 2.3461 -0.7034 0.0044 3.202 2.800 1.095 0.43
```
Positions in Å, forces in eV/Å.